Record 1
{
  "formula": "C29H59BN3O4S",
  "method": "ωB97M-V/def2-TZVPD",
  "e_lumo_ev": -4.347,
  "charge": 1,
  "species": ["C", "C", "N", "C", "C", "C", "C", "N", "C", "C", "C", "C", "C", "C", "C", "C", "C", "C", "C", "C", "C", "C", "C", "C", "C", "C", "N", "B", "O", "C", "C", "H", "H", "H", "H", "H", "H", "H", "H", "H", "H", "H", "H", "H", "H", "H", "H", "H", "H", "H", "H", "H", "H", "H", "H", "H", "H", "H", "H", "H", "H", "H", "H", "H", "H", "H", "H", "H", "H", "H", "H", "H", "H", "H", "H", "H", "H", "H", "H", "H", "H", "H", "O", "S", "O", "O", "C", "C", "C", "H", "H", "H", "H", "H", "H", "H", "H"],
  "coordinates": [[3.5139, -2.5417, 1.4600], [4.0929, -1.5340, 1.1691], [4.7216, -0.4419, 0.6298], [6.2263, -0.3977, 0.7744], [6.8430, -1.7647, 0.8207], [6.7405, -2.6924, -0.1928], [4.2692, -0.2304, -0.6870], [4.3432, -1.2640, -1.6265], [3.0057, -1.5470, -2.2398], [3.0035, -2.8558, -3.0373], [2.0526, -3.9128, -2.4164], [0.8061, -4.1961, -3.2909], [-0.4372, -4.5046, -2.4375], [-0.1930, -5.6841, -1.4967], [-1.4298, -6.2136, -0.7171], [-2.7509, -5.4668, -0.9331], [-2.7913, -4.1276, -0.1536], [-4.0271, -3.9849, 0.7542], [-5.2002, -3.2842, 0.0508], [-5.1174, -1.7563, 0.1996], [-6.4326, -1.0502, -0.1318], [-6.2596, 0.4747, 0.0189], [-5.7394, 1.1186, -1.2861], [-6.8990, 1.5867, -2.1617], [-6.4468, 2.2765, -3.4524], [-5.3989, 3.3810, -3.2137], [3.8126, 0.9474, -0.9394], [3.6688, 2.1128, 0.0666], [3.0004, 1.9686, 1.2129], [4.3170, 3.4634, -0.3813], [4.5096, 4.4700, 0.7823], [2.8660, -3.3375, 1.7449], [6.4272, 0.1189, 1.7092], [6.6065, 0.2196, -0.0522], [7.4336, -2.0006, 1.7044], [6.1581, -3.5957, -0.0061], [7.2455, -2.6367, -1.1560], [5.0125, -0.9807, -2.3398], [2.7469, -0.7249, -2.9211], [2.2590, -1.5276, -1.4476], [2.5801, -2.6165, -4.0124], [4.0076, -3.2516, -3.1729], [2.5773, -4.8596, -2.2973], [1.6980, -3.5925, -1.4340], [0.5923, -3.3527, -3.9487], [1.0195, -5.0942, -3.8749], [-1.2345, -4.7877, -3.1243], [-0.6908, -3.5867, -1.9017], [0.6071, -5.4660, -0.7861], [0.1931, -6.4972, -2.1191], [-1.5718, -7.2551, -1.0128], [-1.2353, -6.2261, 0.3565], [-2.9711, -5.2962, -1.9860], [-3.5429, -6.1168, -0.5554], [-1.8934, -4.0643, 0.4650], [-2.8181, -3.2957, -0.8611], [-3.7577, -3.4194, 1.6490], [-4.3584, -4.9697, 1.0915], [-5.2208, -3.5463, -1.0108], [-6.1390, -3.6325, 0.4890], [-4.3363, -1.4080, -0.4844], [-4.8442, -1.5331, 1.2326], [-7.1725, -1.3809, 0.6003], [-6.7615, -1.2831, -1.1462], [-5.5942, 0.6877, 0.8560], [-7.2424, 0.9030, 0.2296], [-5.1816, 0.3539, -1.8385], [-5.0697, 1.9377, -1.0270], [-7.5448, 0.7387, -2.4016], [-7.4955, 2.3035, -1.5882], [-6.0466, 1.5298, -4.1438], [-7.3018, 2.7386, -3.9484], [-5.4937, 4.1348, -3.9924], [-5.5774, 3.8426, -2.2409], [-4.3889, 2.9732, -3.2043], [3.5016, 1.1432, -1.8878], [2.6796, 1.0727, 1.3822], [5.3077, 3.2248, -0.7811], [3.7057, 3.8975, -1.1791], [3.7446, 4.3788, 1.5483], [4.4526, 5.4715, 0.3602], [5.5031, 4.3299, 1.2005], [1.1568, 7.7704, 6.8170], [1.7168, 7.9349, 5.5117], [0.9006, 8.3813, 4.4260], [2.4330, 6.5714, 5.0931], [1.6527, 5.3625, 5.1864], [0.6649, 5.2187, 4.0461], [3.1624, 8.9316, 5.6004], [1.1501, 5.3202, 6.1536], [2.3771, 4.5500, 5.1638], [-0.1176, 5.9733, 4.1060], [0.1895, 4.2375, 4.0786], [1.1636, 5.3348, 3.0831], [3.7965, 8.5609, 6.4007], [2.8356, 9.9473, 5.8115], [3.6741, 8.8919, 4.6427]]
}

---

Record 2
{
  "formula": "C29H59N4O16",
  "method": "ωB97M-V/def2-TZVPD",
  "e_lumo_ev": -2.346,
  "charge": 1,
  "species": ["C", "O", "C", "C", "C", "C", "C", "C", "C", "C", "C", "C", "C", "C", "N", "C", "N", "N", "N", "H", "H", "H", "H", "H", "H", "H", "H", "H", "H", "H", "H", "H", "H", "H", "H", "H", "H", "H", "H", "H", "H", "H", "H", "H", "H", "H", "H", "H", "C", "O", "C", "O", "O", "C", "H", "H", "H", "H", "H", "H", "C", "O", "C", "O", "O", "C", "H", "H", "H", "H", "H", "H", "C", "O", "C", "O", "O", "C", "H", "H", "H", "H", "H", "H", "C", "O", "C", "O", "O", "C", "H", "H", "H", "H", "H", "H", "C", "O", "C", "O", "O", "C", "H", "H", "H", "H", "H", "H"],
  "coordinates": [[-4.5406, -4.4374, 2.0086], [-4.2450, -3.7013, 3.1932], [-3.5181, -4.4190, 4.1786], [-2.0810, -4.7511, 3.7760], [-1.3580, -3.5370, 3.1654], [-0.5963, -2.7237, 4.2014], [-0.0789, -1.3709, 3.7126], [1.1072, -1.3536, 2.7404], [0.8872, -1.7364, 1.2588], [0.8546, -0.4896, 0.3458], [-0.6120, -0.0020, 0.2791], [-1.3635, -0.7180, -0.8411], [-2.8043, -0.2069, -1.0719], [-3.4591, 0.0009, 0.2407], [-3.6960, -1.0552, 1.0040], [-4.2538, -0.5741, 2.1393], [-4.5909, -1.3659, 3.1316], [-4.3532, 0.7684, 2.0515], [-3.8596, 1.1329, 0.8272], [-5.6109, -4.5974, 1.8791], [-4.1892, -3.8643, 1.1501], [-4.0689, -5.4159, 1.9829], [-3.5081, -3.7887, 5.0690], [-4.0329, -5.3392, 4.4643], [-1.5174, -5.0898, 4.6432], [-2.0818, -5.5535, 3.0394], [-2.0480, -2.9011, 2.6076], [-0.6523, -3.9100, 2.4202], [0.1973, -3.3021, 4.6763], [-1.3071, -2.5011, 5.0084], [-0.9376, -0.8051, 3.3370], [0.2660, -0.8346, 4.5999], [1.4814, -0.3299, 2.7699], [1.8973, -1.9769, 3.1595], [-0.0363, -2.2809, 1.0745], [1.7251, -2.3659, 0.9620], [1.4605, 0.3003, 0.7835], [1.1967, -0.7328, -0.6587], [-0.6973, 1.0809, 0.1548], [-1.0518, -0.2849, 1.2344], [-0.8136, -0.6472, -1.7785], [-1.4593, -1.7827, -0.6300], [-3.3871, -1.0016, -1.5347], [-2.8429, 0.6404, -1.7543], [-4.3714, -2.4415, 3.0212], [-4.9748, -1.0509, 4.0051], [-4.7103, 1.4111, 2.7364], [-3.7783, 2.0714, 0.4732], [0.3213, 5.6789, 1.6907], [-0.9945, 5.8550, 2.2378], [-1.5324, 4.7388, 2.6986], [-1.0322, 3.6411, 2.6797], [-2.7582, 5.0088, 3.1731], [-3.3938, 3.8621, 3.7223], [0.6537, 6.6527, 1.3467], [1.0066, 5.3132, 2.4519], [0.2911, 4.9888, 0.8505], [-2.8383, 3.4740, 4.5740], [-3.4793, 3.0907, 2.9574], [-4.3849, 4.1674, 4.0493], [5.1525, 4.4339, -3.1306], [3.8315, 4.6801, -2.6294], [3.2003, 3.6029, -2.1878], [3.6244, 2.4757, -2.1681], [1.9905, 3.9673, -1.7479], [1.2460, 2.8783, -1.2088], [5.5441, 5.3920, -3.4573], [5.7912, 4.0295, -2.3476], [5.1190, 3.7534, -3.9787], [1.7660, 2.4474, -0.3542], [1.0733, 2.1126, -1.9642], [0.2902, 3.2784, -0.8781], [6.3702, -3.2510, 1.5151], [6.4879, -2.3795, 0.3890], [5.8841, -1.2011, 0.5395], [5.2692, -0.8450, 1.5132], [6.0710, -0.4926, -0.5693], [5.4816, 0.8130, -0.5426], [6.9029, -4.1603, 1.2537], [6.8249, -2.8035, 2.3967], [5.3254, -3.4849, 1.7126], [5.9202, 1.4092, 0.2572], [4.4054, 0.7442, -0.4149], [5.6952, 1.2715, -1.4997], [-5.4304, -5.4181, -2.0401], [-5.0769, -6.6462, -2.6694], [-4.6920, -7.6031, -1.8230], [-4.6264, -7.4966, -0.6243], [-4.3965, -8.6865, -2.5294], [-3.9675, -9.8075, -1.7489], [-5.7224, -4.7339, -2.8316], [-6.2704, -5.5600, -1.3618], [-4.5788, -5.0042, -1.5002], [-4.7513, -10.1174, -1.0610], [-3.0599, -9.5664, -1.1992], [-3.7644, -10.6079, -2.4533], [6.8450, 8.2756, -8.2022], [6.1177, 7.6102, -7.1643], [4.8044, 7.8266, -7.1928], [4.2151, 8.5069, -7.9891], [4.2511, 7.1547, -6.1803], [2.8321, 7.2979, -6.0880], [7.8888, 8.0135, -8.0587], [6.5145, 7.9342, -9.1810], [6.7254, 9.3541, -8.1229], [2.3484, 6.9188, -6.9864], [2.5605, 8.3396, -5.9285], [2.5225, 6.7066, -5.2305]]
}

---

Record 3
{
  "formula": "C29H60NO",
  "method": "ωB97M-V/def2-TZVPD",
  "e_lumo_ev": -5.194,
  "charge": 1,
  "species": ["C", "C", "C", "C", "C", "C", "O", "C", "C", "C", "C", "N", "C", "H", "H", "H", "H", "H", "H", "H", "H", "H", "H", "H", "H", "H", "H", "H", "H", "H", "H", "C", "C", "C", "C", "C", "C", "H", "H", "H", "H", "H", "H", "H", "H", "H", "H", "H", "H", "H", "H", "C", "C", "C", "C", "C", "C", "H", "H", "H", "H", "H", "H", "H", "H", "H", "H", "H", "H", "H", "H", "C", "C", "C", "C", "C", "C", "H", "H", "H", "H", "H", "H", "H", "H", "H", "H", "H", "H", "H", "H"],
  "coordinates": [[4.0625, 3.3512, 3.5227], [3.0528, 2.0235, 3.6235], [2.5167, 1.9854, 5.1876], [3.7921, 0.6465, 3.1284], [4.5349, 0.7520, 1.6622], [2.8392, -0.6893, 3.1203], [1.9274, -0.7831, 1.9528], [0.7238, 0.0434, 2.1352], [0.3880, 1.1203, 0.9069], [-0.9358, 2.1285, 1.0538], [-1.8025, 1.9703, 2.4445], [-1.4758, 0.9609, 3.5328], [-0.2792, 0.0174, 3.4446], [5.0301, 3.2400, 4.1746], [3.3793, 4.2693, 3.8624], [4.2887, 3.4950, 2.3718], [2.1012, 2.3234, 2.9695], [1.3937, 1.5857, 5.2481], [3.2216, 1.3239, 5.8552], [2.4542, 3.1133, 5.5548], [4.6592, 0.4287, 3.9169], [5.7107, 0.6635, 1.8087], [4.2484, -0.1499, 0.9411], [4.2150, 1.7309, 1.0846], [2.2677, -0.8788, 4.1496], [3.5785, -1.6207, 3.0155], [1.0672, 1.1833, -0.0475], [-1.1881, 2.9300, 0.2096], [-2.7165, 2.6913, 2.5891], [-2.0701, 0.9243, 4.4105], [0.0066, -0.7643, 4.2975], [-1.8085, -1.8945, -0.8819], [-0.5710, -2.4495, -1.5695], [0.0432, -1.4827, -2.5855], [-0.8557, -1.1174, -3.7724], [-1.3529, -2.2989, -4.6087], [-0.2317, -3.0794, -5.2756], [-2.6169, -1.7068, -1.5940], [-2.1790, -2.6097, -0.1407], [-1.5800, -0.9581, -0.3627], [-0.8122, -3.4048, -2.0463], [0.1822, -2.6697, -0.8033], [0.9800, -1.9132, -2.9573], [0.3240, -0.5562, -2.0685], [-0.3023, -0.4301, -4.4249], [-1.7238, -0.5536, -3.4114], [-2.0209, -1.9148, -5.3884], [-1.9574, -2.9761, -3.9942], [0.3621, -2.4284, -5.9266], [-0.6468, -3.8844, -5.8906], [0.4372, -3.5349, -4.5405], [3.5086, -3.9205, -2.7165], [4.6840, -4.6477, -3.3506], [4.5915, -4.7349, -4.8764], [3.3901, -5.5176, -5.4188], [3.2775, -6.9661, -4.9373], [4.4514, -7.8346, -5.3597], [2.5650, -4.4427, -2.8972], [3.6485, -3.8538, -1.6329], [3.4216, -2.9022, -3.1090], [4.7771, -5.6472, -2.9143], [5.6047, -4.1116, -3.0905], [5.5177, -5.1785, -5.2590], [4.5542, -3.7182, -5.2880], [3.4420, -5.5122, -6.5150], [2.4650, -4.9894, -5.1603], [2.3586, -7.3981, -5.3506], [3.1682, -7.0002, -3.8471], [4.5545, -7.8463, -6.4503], [4.2978, -8.8653, -5.0238], [5.3918, -7.4819, -4.9280], [-3.8963, 5.7023, 3.6957], [-4.7841, 5.0548, 2.6445], [-5.6857, 6.0535, 1.9137], [-6.7026, 6.7883, 2.7946], [-7.6660, 5.8909, 3.5751], [-8.5584, 5.0441, 2.6821], [-4.4850, 6.1638, 4.4935], [-3.2479, 4.9495, 4.1551], [-3.2574, 6.4705, 3.2481], [-5.3832, 4.2633, 3.1056], [-4.1422, 4.5628, 1.9038], [-6.2134, 5.5268, 1.1104], [-5.0557, 6.8025, 1.4171], [-7.2867, 7.4636, 2.1564], [-6.1709, 7.4325, 3.5044], [-8.3030, 6.5275, 4.2002], [-7.1126, 5.2418, 4.2636], [-9.1509, 5.6765, 2.0118], [-9.2516, 4.4552, 3.2915], [-7.9768, 4.3464, 2.0737]]
}

---

Record 4
{
  "formula": "C29H61AsCsN6O4P4",
  "method": "ωB97M-V/def2-TZVPD",
  "e_lumo_ev": -2.106,
  "charge": 1,
  "species": ["Cs", "C", "P", "C", "N", "C", "C", "C", "C", "C", "C", "N", "C", "P", "C", "C", "C", "C", "C", "C", "C", "C", "C", "H", "H", "H", "H", "H", "H", "H", "H", "H", "H", "H", "H", "H", "H", "H", "H", "H", "H", "H", "H", "H", "H", "H", "H", "H", "H", "H", "H", "C", "N", "C", "P", "O", "O", "P", "O", "N", "C", "C", "N", "C", "C", "N", "C", "C", "H", "H", "H", "H", "H", "H", "H", "H", "H", "H", "H", "H", "H", "H", "H", "H", "H", "H", "H", "H", "H", "H", "H", "H", "C", "As", "C", "C", "O", "H", "H", "H", "H", "H", "H", "H", "H", "H"],
  "coordinates": [[0.6056, 0.5557, 0.8119], [-3.2823, 3.1558, 1.4878], [-2.7187, 2.0053, 0.1787], [-4.2864, 1.0354, 0.0078], [-5.4066, 1.7032, -0.0713], [-6.5688, 1.0010, -0.1294], [-7.8001, 1.6873, -0.2378], [-8.9670, 0.9821, -0.2882], [-8.9568, -0.4309, -0.2286], [-7.7806, -1.1130, -0.1194], [-6.5600, -0.4046, -0.0684], [-5.3884, -1.0860, 0.0507], [-4.2750, -0.4008, 0.0728], [-2.6948, -1.3396, 0.3240], [-3.3085, -2.5445, 1.5612], [-2.5543, -2.3924, -1.2237], [-3.7509, -3.2886, -1.5396], [-1.3091, -3.2642, -1.0378], [-2.3138, -1.4337, -2.3884], [-2.6848, 3.1006, -1.3453], [-2.3307, 2.2074, -2.5360], [-3.9584, 3.8771, -1.6617], [-1.5301, 4.0864, -1.1254], [-4.2113, 3.6558, 1.2145], [-2.4978, 3.8853, 1.6892], [-3.4522, 2.5855, 2.4022], [-7.7771, 2.7682, -0.2793], [-9.9125, 1.5004, -0.3727], [-9.8942, -0.9689, -0.2680], [-7.7438, -2.1931, -0.0686], [-4.2513, -2.9953, 1.2535], [-3.4655, -2.0210, 2.5053], [-2.5592, -3.3189, 1.7246], [-3.9553, -3.9937, -0.7328], [-3.5401, -3.8763, -2.4373], [-4.6557, -2.7106, -1.7160], [-1.4583, -4.0233, -0.2674], [-0.4326, -2.6714, -0.7625], [-1.0909, -3.7891, -1.9716], [-3.1839, -0.8074, -2.5919], [-2.0967, -2.0037, -3.2961], [-1.4644, -0.7713, -2.1979], [-3.1080, 1.4699, -2.7444], [-1.3931, 1.6690, -2.3740], [-2.2104, 2.8205, -3.4329], [-4.7782, 3.2144, -1.9304], [-3.7710, 4.5472, -2.5060], [-4.2879, 4.4930, -0.8237], [-0.6201, 3.5749, -0.8050], [-1.7731, 4.8314, -0.3639], [-1.3376, 4.6197, -2.0605], [5.0137, -1.8977, 3.0888], [4.2809, -0.7631, 2.5442], [3.1293, -0.3605, 3.3195], [4.4158, -0.4667, 0.9376], [3.5411, 0.6390, 0.5177], [4.1252, -1.8576, 0.1542], [2.7029, -2.6152, -0.0399], [1.6103, -1.9837, 0.7057], [2.4222, -2.6478, -1.6660], [1.9101, -1.4634, -2.3319], [3.3152, -3.4257, -2.5176], [3.0807, -4.1313, 0.4523], [4.3969, -4.7364, 0.5068], [1.9883, -5.0921, 0.5311], [6.0140, -0.3196, 0.5968], [6.8876, -1.2754, -0.0508], [6.7121, 0.7765, 1.2522], [5.3219, -1.6866, 4.1139], [5.9102, -2.0787, 2.4959], [4.4020, -2.8072, 3.0875], [3.4264, -0.1934, 4.3571], [2.3277, -1.1078, 3.2996], [2.7561, 0.5836, 2.9254], [1.1902, -0.9633, -1.6887], [1.4083, -1.7505, -3.2568], [2.7187, -0.7605, -2.5686], [3.6151, -4.3417, -2.0142], [4.2129, -2.8580, -2.7890], [2.7896, -3.6980, -3.4331], [5.1755, -3.9803, 0.4420], [4.5445, -5.4606, -0.3027], [4.5111, -5.2702, 1.4538], [1.0329, -4.5687, 0.5500], [2.0708, -5.6791, 1.4480], [2.0020, -5.7782, -0.3228], [6.3103, -2.0034, -0.6143], [7.5151, -1.8077, 0.6748], [7.5485, -0.7529, -0.7460], [5.9962, 1.4930, 1.6548], [7.3432, 1.3004, 0.5314], [7.3411, 0.4214, 2.0756], [3.6287, 4.0799, 1.8141], [1.9108, 4.4319, 1.0247], [2.2687, 4.8301, -0.8269], [1.1729, 6.0240, 1.8212], [0.8626, 3.1621, 1.2405], [4.2799, 4.9463, 1.7091], [4.0484, 3.2181, 1.2933], [3.5033, 3.8405, 2.8685], [2.9635, 5.6669, -0.8889], [1.3369, 5.0870, -1.3274], [2.7089, 3.9574, -1.3067], [1.8300, 6.8846, 1.7100], [0.9939, 5.8291, 2.8773], [0.2178, 6.2210, 1.3362]]
}

---

Number 1: M 556.69 g/mol. Number 2: M 719.80 g/mol. Number 3: M 438.81 g/mol. Number 4: M 889.57 g/mol.